{"formula": "C20H32BN10Zn", "method": "ωB97M-V/def2-TZVPD", "elements": ["Zn", "C", "C", "C", "C", "C", "N", "N", "B", "N", "N", "C", "C", "C", "C", "C", "N", "N", "C", "C", "C", "C", "C", "H", "H", "H", "H", "H", "H", "H", "H", "H", "H", "H", "H", "H", "H", "H", "H", "H", "H", "H", "H", "H", "H", "C", "C", "C", "C", "N", "C", "N", "N", "N", "H", "H", "H", "H", "H", "H", "H", "H", "H", "H"], "xyz": [[0.270, 0.181, -0.358], [-2.253, 2.126, -2.275], [-1.853, 0.729, -2.618], [-2.308, -0.082, -3.656], [-1.626, -1.281, -3.533], [-1.723, -2.507, -4.379], [-0.810, -1.181, -2.472], [-0.948, 0.060, -1.905], [0.184, -2.225, -1.885], [-0.213, -2.531, -0.409], [-0.278, -1.532, 0.522], [-0.669, -2.081, 1.669], [-0.849, -1.267, 2.908], [-0.861, -3.450, 1.487], [-0.563, -3.698, 0.157], [-0.605, -4.991, -0.588], [1.623, -1.636, -1.913], [1.915, -0.481, -1.243], [3.197, -0.202, -1.457], [3.841, 1.010, -0.870], [3.752, -1.189, -2.275], [2.725, -2.078, -2.544], [2.752, -3.319, -3.372], [-2.965, 2.501, -3.006], [-2.721, 2.167, -1.290], [-1.389, 2.789, -2.257], [-3.040, 0.172, -4.405], [-2.451, -2.345, -5.171], [-0.763, -2.747, -4.838], [-2.037, -3.370, -3.792], [0.146, -3.226, -2.529], [-0.918, -0.206, 2.663], [-1.764, -1.553, 3.424], [-0.019, -1.418, 3.602], [-1.182, -4.169, 2.223], [-0.902, -5.790, 0.086], [-1.320, -4.949, -1.410], [0.371, -5.236, -1.007], [3.114, 1.602, -0.313], [4.652, 0.731, -0.197], [4.263, 1.638, -1.654], [4.767, -1.247, -2.630], [3.752, -3.468, -3.772], [2.482, -4.195, -2.781], [2.054, -3.252, -4.208], [-1.772, 4.974, 3.735], [-0.704, 4.122, 4.414], [-1.219, 2.721, 4.733], [0.599, 4.068, 3.613], [0.467, 3.329, 2.354], [0.733, 2.055, 2.104], [0.394, 1.814, 0.858], [-0.105, 2.973, 0.355], [-0.062, 3.882, 1.248], [-2.630, 5.088, 4.398], [-2.126, 4.515, 2.810], [-1.398, 5.970, 3.494], [-0.423, 4.608, 5.352], [-1.567, 2.212, 3.829], [-2.069, 2.778, 5.413], [-0.453, 2.104, 5.210], [1.371, 3.557, 4.187], [0.951, 5.066, 3.364], [1.180, 1.361, 2.797]], "atomic_forces_ev_per_a": [[0.04, 0.50, 0.49], [0.02, -0.04, 0.02], [0.02, 0.02, 0.03], [-0.05, 0.04, -0.04], [-0.01, 0.00, -0.01], [0.02, 0.03, 0.04], [0.06, 0.00, 0.08], [-0.10, -0.22, -0.28], [0.00, 0.05, 0.02], [0.01, 0.03, -0.05], [0.02, -0.32, -0.13], [-0.04, 0.05, 0.04], [0.02, -0.02, -0.04], [-0.01, -0.04, 0.05], [-0.01, 0.01, 0.01], [0.01, 0.06, -0.01], [-0.05, -0.01, 0.01], [0.09, -0.26, -0.19], [0.02, 0.05, 0.03], [0.00, -0.04, -0.03], [0.05, 0.02, -0.01], [0.02, 0.01, 0.00], [-0.02, 0.04, 0.03], [0.01, 0.00, 0.01], [0.00, 0.00, -0.02], [-0.01, 0.00, -0.01], [0.03, -0.01, 0.03], [0.00, 0.00, 0.00], [-0.01, 0.00, 0.00], [0.00, 0.01, -0.01], [0.00, 0.03, 0.03], [-0.01, -0.01, 0.01], [0.00, 0.01, 0.01], [0.00, 0.01, -0.01], [0.01, 0.02, -0.03], [0.00, 0.00, 0.00], [0.01, 0.00, 0.01], [-0.01, -0.01, 0.01], [0.01, 0.00, -0.01], [-0.01, 0.01, 0.00], [-0.01, 0.00, 0.01], [-0.04, 0.00, 0.01], [0.00, 0.00, 0.00], [0.00, 0.01, -0.01], [0.01, 0.00, 0.01], [-0.01, 0.02, 0.01], [-0.04, -0.07, -0.06], [0.01, 0.01, 0.03], [-0.03, 0.05, 0.09], [-0.08, 0.12, 0.10], [0.17, -0.08, -0.07], [-0.29, 0.05, -0.28], [0.11, 0.04, 0.20], [0.08, -0.20, -0.04], [0.01, -0.01, -0.03], [0.01, 0.01, 0.02], [-0.01, -0.03, 0.00], [0.02, 0.01, 0.02], [0.00, 0.01, 0.02], [0.01, -0.01, -0.02], [-0.03, 0.01, -0.01], [0.05, 0.00, -0.03], [0.02, 0.00, -0.06], [-0.06, 0.03, 0.00]], "fmax_ev_per_a": 0.70, "charge": 1, "e_tot_ev": -85253.7602, "e_lumo_ev": -2.23, "e_above_lowest_kj_mol": 0.0, "e_homo_ev": -11.46}

=====

{"formula": "C20H32BrO10P", "method": "ωB97M-V/def2-TZVPD", "elements": ["C", "C", "C", "C", "C", "P", "C", "C", "C", "O", "C", "O", "O", "C", "C", "C", "O", "Br", "H", "H", "H", "H", "H", "H", "H", "H", "H", "H", "H", "H", "H", "H", "H", "H", "H", "H", "H", "H", "C", "C", "C", "O", "C", "O", "O", "H", "H", "H", "H", "H", "H", "C", "C", "C", "O", "C", "O", "O", "H", "H", "H", "H", "H", "H"], "xyz": [[-0.304, 4.022, -1.289], [0.643, 2.824, -1.494], [0.139, 1.560, -0.797], [1.090, 0.390, -1.029], [0.701, -0.968, -0.411], [-0.765, -0.944, 0.825], [0.014, -1.460, 2.413], [-1.654, -2.496, 0.383], [-2.881, -2.241, -0.517], [0.207, -1.791, -1.546], [1.246, -2.429, -2.113], [1.177, -3.089, -3.098], [2.374, -2.193, -1.408], [1.915, -1.845, -0.074], [3.157, -1.361, 0.671], [3.021, -0.600, 1.969], [3.265, -1.047, 3.027], [2.492, 1.271, 1.863], [-1.121, 3.769, -0.606], [-0.764, 4.343, -2.226], [0.209, 4.886, -0.860], [0.746, 2.617, -2.565], [1.634, 3.067, -1.094], [0.020, 1.768, 0.272], [-0.853, 1.307, -1.190], [1.131, 0.224, -2.112], [2.100, 0.667, -0.717], [0.452, -0.586, 2.900], [-0.796, -1.827, 3.048], [0.775, -2.241, 2.348], [-0.994, -3.229, -0.072], [-1.959, -2.917, 1.346], [-2.901, -1.210, -0.885], [-2.875, -2.894, -1.393], [-3.809, -2.392, 0.036], [1.550, -2.783, 0.363], [3.789, -0.813, -0.033], [3.706, -2.253, 0.986], [-1.009, -7.429, -2.998], [-0.848, -6.398, -1.913], [0.545, -6.217, -1.351], [0.274, -5.763, -0.017], [-0.939, -6.248, 0.349], [-1.378, -6.199, 1.453], [-1.569, -6.782, -0.719], [-2.057, -7.708, -3.096], [-0.670, -7.020, -3.949], [-0.435, -8.329, -2.776], [-1.248, -5.431, -2.232], [1.142, -5.473, -1.873], [1.090, -7.162, -1.286], [0.882, 8.276, 1.783], [-0.611, 8.087, 1.751], [-1.248, 7.500, 2.996], [-2.397, 6.835, 2.463], [-2.126, 6.496, 1.179], [-2.791, 5.776, 0.510], [-0.981, 7.097, 0.772], [1.267, 8.380, 0.770], [1.134, 9.178, 2.341], [1.377, 7.424, 2.251], [-1.116, 9.018, 1.476], [-1.560, 8.235, 3.733], [-0.599, 6.754, 3.463]], "atomic_forces_ev_per_a": [[-0.05, -0.05, 0.06], [-0.22, 0.05, 0.14], [0.05, 0.11, -0.11], [-0.08, 0.07, -0.12], [-0.13, -0.37, -0.36], [0.03, 0.14, 0.05], [0.23, 0.13, 0.00], [-0.14, -0.10, 0.08], [0.10, 0.15, -0.01], [0.06, 0.08, 0.19], [-0.20, 0.47, 0.01], [0.04, -0.27, -0.28], [-0.01, -0.41, 0.36], [-0.11, 0.08, -0.04], [0.21, -0.12, -0.06], [-0.12, 0.00, -0.36], [0.11, -0.25, 0.51], [0.03, 0.22, 0.02], [0.07, 0.04, -0.06], [0.03, 0.00, 0.08], [-0.03, -0.04, -0.08], [0.19, 0.02, 0.10], [0.01, -0.07, -0.18], [-0.05, -0.09, -0.13], [0.06, 0.02, 0.15], [0.15, 0.05, 0.09], [-0.14, 0.00, -0.06], [-0.08, -0.13, 0.02], [0.07, 0.05, -0.03], [-0.13, -0.07, 0.01], [0.13, -0.07, 0.05], [-0.05, 0.00, -0.11], [0.03, -0.11, 0.00], [-0.06, 0.01, 0.11], [0.05, -0.06, -0.10], [0.03, 0.15, 0.18], [-0.15, 0.16, 0.15], [0.02, 0.06, -0.23], [0.00, -0.11, 0.07], [0.00, 0.04, 0.00], [0.15, 0.11, -0.07], [0.04, 0.03, 0.06], [-0.07, 0.04, 0.07], [0.04, 0.01, -0.09], [-0.02, 0.03, 0.00], [-0.01, 0.06, -0.04], [0.02, 0.00, 0.00], [-0.02, 0.00, 0.02], [-0.02, -0.01, -0.01], [-0.05, 0.03, 0.01], [-0.03, -0.03, -0.07], [0.04, -0.11, 0.00], [0.00, 0.03, 0.01], [0.03, 0.00, 0.03], [0.00, -0.04, 0.01], [0.01, -0.05, -0.04], [0.02, 0.04, 0.04], [-0.04, 0.01, -0.02], [-0.02, 0.07, 0.00], [0.00, -0.01, 0.02], [-0.01, -0.01, -0.02], [0.02, 0.01, -0.03], [-0.07, 0.01, -0.04], [0.03, 0.04, 0.03]], "fmax_ev_per_a": 0.58, "smiles": "CCCC[C@@]1(P(C)CC)OC(=O)O[C@H]1CC(=O)Br.C[C@@H]1COC(=O)O1.C[C@@H]1COC(=O)O1", "charge": 0, "e_tot_ev": -121066.0264, "e_lumo_ev": 0.25, "e_homo_ev": -8.82}

=====

{"formula": "C20H32Cl2FN4O2", "method": "ωB97M-V/def2-TZVPD", "elements": ["C", "C", "C", "C", "C", "N", "C", "N", "C", "C", "C", "N", "C", "C", "C", "C", "C", "C", "C", "O", "N", "F", "C", "C", "C", "O", "H", "H", "H", "H", "H", "H", "H", "H", "H", "H", "H", "H", "H", "H", "H", "H", "H", "H", "H", "H", "H", "H", "H", "H", "H", "H", "H", "H", "H", "H", "C", "Cl", "Cl", "H", "H"], "xyz": [[4.850, -0.637, 0.433], [5.065, -0.963, -1.147], [3.772, -0.518, -2.045], [2.726, -1.714, -2.269], [1.788, -1.789, -0.966], [0.472, -2.472, -1.171], [-0.077, -2.200, -2.530], [-1.259, -1.592, -2.673], [-2.108, -1.103, -1.550], [-3.646, -1.551, -1.623], [-4.468, -1.295, -0.245], [-4.003, -0.118, 0.540], [-3.133, -0.488, 1.691], [-2.302, 0.762, 2.289], [-2.628, 1.316, 3.729], [-1.854, 2.530, 4.339], [-0.744, 3.255, 3.539], [-0.384, 2.723, 2.132], [-1.156, 1.487, 1.539], [-0.718, 1.062, 0.230], [0.768, -2.639, -3.646], [0.107, -2.639, -4.840], [1.936, -1.663, -3.661], [1.530, -0.190, -4.161], [2.456, 0.204, -5.438], [3.692, -0.021, -5.493], [5.383, 0.337, 0.747], [3.750, -0.585, 0.732], [5.335, -1.478, 1.048], [5.957, -0.326, -1.493], [5.250, -2.078, -1.326], [3.307, 0.369, -1.461], [4.202, -0.070, -3.001], [3.344, -2.693, -2.284], [2.384, -2.378, -0.171], [1.683, -0.725, -0.543], [0.517, -3.487, -1.001], [-1.621, -1.406, -3.632], [-1.725, -1.352, -0.508], [-2.103, 0.052, -1.622], [-3.805, -2.659, -1.884], [-4.221, -0.963, -2.439], [-4.501, -2.233, 0.425], [-5.551, -1.057, -0.580], [-3.605, 0.626, -0.045], [-2.455, -1.397, 1.515], [-3.847, -0.797, 2.549], [-3.447, 0.782, 4.328], [-2.104, 2.903, 5.392], [-0.159, 4.169, 3.913], [0.437, 3.223, 1.495], [-0.014, 0.378, 0.306], [2.657, -2.085, -4.461], [1.692, 0.637, -3.377], [0.448, -0.086, -4.518], [1.987, 0.675, -6.386], [-1.950, 4.853, 8.390], [-2.062, 3.114, 8.093], [-2.127, 5.770, 6.889], [-2.741, 5.146, 9.079], [-0.978, 5.075, 8.828]], "atomic_forces_ev_per_a": [[0.67, -0.60, 0.00], [-0.76, 0.72, 0.25], [0.99, 0.60, 0.48], [0.54, -0.51, 0.61], [1.57, 0.17, 0.25], [-0.50, 0.85, -2.35], [-0.47, -0.23, 0.23], [1.81, -1.32, 0.36], [-1.77, 1.33, 1.15], [-0.91, -0.45, -0.50], [-0.54, 0.42, -0.57], [0.75, -0.90, 0.04], [0.06, 0.87, 1.69], [1.71, 2.63, 1.39], [2.60, 1.55, -1.93], [0.61, -1.13, -3.00], [-1.50, -3.06, -2.10], [-2.72, -1.65, 1.85], [-0.12, 1.30, 2.94], [-0.27, -0.24, 1.39], [-0.40, 1.28, 3.65], [-0.52, 0.63, -0.47], [1.59, 0.59, -1.09], [0.29, 0.66, -0.89], [2.88, -0.62, -0.39], [-4.47, 0.58, 0.69], [-1.02, -1.48, -0.64], [1.47, 0.01, -0.44], [-0.75, 1.29, -0.81], [-1.30, -1.30, 0.38], [0.00, 1.62, 0.31], [0.38, -1.44, -1.08], [-0.92, -0.92, 0.97], [-1.09, 1.50, -0.13], [-1.17, 0.95, -1.21], [-0.31, -1.56, -0.70], [0.07, 0.66, -0.43], [0.54, -0.35, 0.87], [0.03, 0.06, -1.85], [0.25, -1.91, 0.10], [0.60, 1.54, 0.29], [1.22, -0.84, 1.16], [0.20, 1.54, -1.06], [1.67, -0.68, 0.56], [-0.18, -0.56, 0.47], [-0.64, 1.26, 0.03], [1.24, 0.36, -1.30], [1.41, 1.03, -0.98], [0.33, -0.71, -1.84], [-1.21, -1.67, -0.39], [-1.54, -0.98, 1.14], [-0.77, 0.76, 0.34], [-1.17, 0.64, 1.37], [-0.14, -1.39, -1.01], [1.42, -0.37, 0.54], [0.22, -0.53, 1.60], [0.04, 0.17, 0.24], [0.02, -0.05, 0.15], [0.02, 0.06, 0.03], [0.05, -0.10, -0.21], [-0.11, -0.09, -0.18]], "fmax_ev_per_a": 4.56, "charge": 1, "e_tot_ev": -59060.7842, "e_lumo_ev": -4.03, "e_homo_ev": -10.75}